Formula: C73H179N9O33
Source: the Open Molecules 2025 dataset
Level of theory: ωB97M-V/def2-TZVPD

Calculated values
E_LUMO: 0.50 eV
Calculated total energy: -159570.066 eV
HOMO-LUMO gap: 0.3130 Eh
HOMO energy: -0.295 hartree

Element x y z (Å)
C -1.700 -4.122 -1.491
C -0.628 -3.112 -1.749
O -1.232 -1.961 -2.387
C -0.510 -0.903 -2.697
O 0.662 -0.737 -2.477
O -1.351 0.006 -3.188
C -0.846 1.226 -3.743
H -2.173 -4.448 -2.416
H -2.448 -3.741 -0.787
H -1.289 -5.001 -0.993
H 0.079 -3.539 -2.461
H -0.143 -2.809 -0.825
H -0.679 2.011 -3.002
H -1.670 1.589 -4.355
H 0.070 1.104 -4.311
C 2.301 5.903 -6.219
C 1.324 5.653 -5.093
O 1.547 4.414 -4.424
C 2.606 4.230 -3.684
O 3.485 4.978 -3.535
O 2.458 3.067 -3.056
C 3.262 2.877 -1.871
H 2.207 5.110 -6.978
H 3.331 5.774 -5.881
H 2.166 6.866 -6.700
H 0.310 5.565 -5.468
H 1.372 6.511 -4.412
H 2.960 1.928 -1.449
H 3.104 3.682 -1.151
H 4.338 2.882 -2.067
C -1.128 2.868 4.450
C -1.453 1.467 4.920
O -1.604 0.618 3.734
C -2.108 -0.575 3.926
O -2.627 -0.923 4.923
O -1.963 -1.275 2.800
C -2.307 -2.617 2.798
H -2.012 3.421 4.116
H -0.436 2.899 3.612
H -0.719 3.430 5.294
H -2.361 1.443 5.515
H -0.572 1.102 5.462
H -2.789 -2.841 1.849
H -2.999 -2.852 3.596
H -1.433 -3.252 2.880
C 9.948 -4.483 3.299
C 8.798 -5.058 2.540
O 7.503 -4.655 3.098
C 7.062 -3.471 2.771
O 7.603 -2.675 2.073
O 5.899 -3.329 3.361
C 5.255 -2.091 3.278
H 10.831 -5.047 2.987
H 9.830 -4.739 4.358
H 10.050 -3.408 3.237
H 8.801 -6.143 2.640
H 8.746 -4.829 1.469
H 4.550 -2.127 2.444
H 5.927 -1.246 3.138
H 4.667 -1.941 4.181
C -1.419 -6.318 2.665
O -2.492 -5.824 3.411
C -3.667 -6.562 3.130
C -4.768 -5.930 3.940
N -5.994 -6.735 3.852
C -7.179 -6.066 4.390
C -7.151 -5.859 5.870
O -6.340 -4.737 6.201
C -6.319 -4.453 7.586
H -1.617 -6.115 1.594
H -1.241 -7.395 2.787
H -0.465 -5.841 2.886
H -3.472 -7.619 3.325
H -3.906 -6.435 2.054
H -4.902 -4.871 3.685
H -4.465 -5.968 4.987
H -6.192 -6.956 2.879
H -8.000 -6.783 4.210
H -7.498 -5.170 3.835
H -6.794 -6.779 6.376
H -8.176 -5.740 6.276
H -5.753 -5.227 8.145
H -7.324 -4.378 8.014
H -5.727 -3.547 7.723
C 5.659 11.295 -1.056
O 4.730 10.264 -1.208
C 4.414 10.085 -2.520
C 3.482 8.912 -2.662
N 2.338 9.148 -1.794
C 1.671 7.972 -1.298
C 0.657 8.394 -0.261
O 1.297 8.907 0.859
C 0.398 9.550 1.717
H 5.882 11.361 -0.003
H 5.252 12.243 -1.448
H 6.551 11.109 -1.675
H 5.338 9.884 -3.096
H 4.008 10.984 -3.014
H 4.040 8.015 -2.330
H 3.170 8.752 -3.693
H 2.688 9.648 -0.983
H 2.458 7.276 -0.919
H 1.221 7.291 -2.034
H 0.103 7.482 0.037
H -0.052 9.074 -0.747
H -0.499 8.919 1.867
H 0.049 10.518 1.335
H 0.872 9.665 2.687
C 2.823 -5.730 0.384
O 2.959 -6.223 -0.943
C 1.870 -5.927 -1.721
C 1.937 -6.728 -2.997
N 0.882 -6.346 -3.910
C 0.696 -7.299 -4.998
C -0.381 -6.814 -5.912
O 0.058 -5.702 -6.635
C -0.946 -5.203 -7.496
H 2.916 -4.641 0.438
H 3.600 -6.238 0.960
H 1.872 -6.068 0.819
H 1.843 -4.841 -1.889
H 0.942 -6.169 -1.170
H 1.944 -7.804 -2.822
H 2.935 -6.532 -3.449
H 1.026 -5.429 -4.317
H 0.335 -8.255 -4.616
H 1.603 -7.429 -5.618
H -1.294 -6.590 -5.336
H -0.647 -7.573 -6.666
H -1.526 -5.970 -8.033
H -0.495 -4.483 -8.174
H -1.714 -4.628 -6.923
C -0.644 4.437 -1.252
O -0.708 3.347 -0.402
C 0.416 2.542 -0.372
C 0.133 1.392 0.555
N 1.015 0.269 0.272
C 0.634 -0.864 1.090
C 1.538 -2.059 0.894
O 0.952 -3.169 1.444
C 1.116 -3.245 2.846
H -0.674 4.120 -2.296
H 0.176 5.133 -1.027
H -1.534 5.049 -1.086
H 1.340 3.044 -0.054
H 0.632 2.196 -1.398
H -0.914 1.081 0.353
H 0.197 1.715 1.591
H 0.860 0.037 -0.717
H -0.426 -1.034 0.810
H 0.564 -0.619 2.155
H 2.523 -1.787 1.306
H 1.738 -2.161 -0.181
H 0.464 -2.601 3.460
H 2.136 -2.933 3.099
H 0.942 -4.261 3.183
C -4.542 7.498 1.230
O -3.846 7.361 0.009
C -4.525 6.566 -0.919
C -5.673 7.254 -1.617
N -5.256 8.451 -2.355
C -6.388 9.093 -3.050
C -5.962 10.412 -3.652
O -5.822 11.326 -2.593
C -5.377 12.603 -3.029
H -5.516 7.976 1.077
H -3.928 8.127 1.871
H -4.684 6.530 1.726
H -4.931 5.609 -0.550
H -3.749 6.328 -1.656
H -6.470 7.433 -0.853
H -6.148 6.529 -2.292
H -4.907 9.126 -1.672
H -7.219 9.296 -2.346
H -6.769 8.432 -3.833
H -6.731 10.788 -4.341
H -4.989 10.297 -4.145
H -4.451 12.533 -3.641
H -5.121 13.201 -2.157
H -6.108 13.129 -3.669
C 5.779 -6.164 -2.238
O 5.506 -4.795 -2.310
C 5.941 -4.118 -1.172
C 5.305 -2.766 -1.177
N 5.755 -2.012 -2.315
C 4.997 -0.814 -2.615
C 5.528 -0.139 -3.850
O 5.414 -1.049 -4.926
C 6.081 -0.601 -6.054
H 5.522 -6.549 -1.224
H 6.862 -6.373 -2.294
H 5.149 -6.749 -2.893
H 7.042 -4.143 -1.119
H 5.634 -4.661 -0.254
H 5.471 -2.260 -0.221
H 4.208 -2.974 -1.228
H 5.796 -2.613 -3.132
H 5.123 -0.099 -1.795
H 3.936 -1.055 -2.829
H 6.595 0.101 -3.736
H 4.896 0.749 -3.997
H 6.095 -1.393 -6.802
H 7.101 -0.299 -5.801
H 5.531 0.221 -6.537
C 1.328 -0.764 5.362
O 2.326 -1.725 5.393
C 2.932 -1.886 6.668
C 2.040 -2.636 7.633
N 1.869 -4.023 7.258
C 0.607 -4.613 7.654
C 0.322 -4.597 9.133
O 1.288 -5.289 9.811
C 0.890 -5.746 11.047
H 1.025 -0.518 4.343
H 1.708 0.204 5.750
H 0.427 -1.021 5.932
H 3.217 -0.888 7.046
H 3.896 -2.383 6.498
H 1.078 -2.115 7.584
H 2.411 -2.545 8.662
H 2.648 -4.549 7.649
H 0.560 -5.644 7.282
H -0.207 -4.113 7.122
H -0.704 -4.947 9.326
H 0.324 -3.546 9.475
H 0.129 -6.539 10.977
H 0.494 -4.946 11.695
H 1.731 -6.172 11.595
C 1.557 1.876 -6.749
O 0.331 2.528 -6.506
C -0.313 2.996 -7.690
C -1.690 3.488 -7.358
N -1.636 4.387 -6.240
C -2.959 4.708 -5.727
C -3.550 3.734 -4.737
O -3.000 3.957 -3.462
C -3.643 3.247 -2.433
H 1.505 1.070 -7.492
H 1.926 1.489 -5.794
H 2.347 2.596 -7.052
H -0.392 2.198 -8.449
H 0.324 3.799 -8.105
H -2.334 2.616 -7.151
H -2.024 3.934 -8.300
H -1.067 3.912 -5.540
H -3.621 4.877 -6.579
H -2.939 5.697 -5.246
H -3.399 2.685 -5.046
H -4.641 3.911 -4.692
H -3.357 2.192 -2.496
H -4.736 3.380 -2.388
H -3.353 3.662 -1.466
C -9.675 -1.535 -0.594
O -8.422 -1.325 -1.176
C -7.811 -2.518 -1.591
C -6.406 -2.183 -2.007
N -5.671 -1.572 -0.876
C -4.339 -1.127 -1.272
C -3.679 -0.263 -0.220
O -4.442 0.886 -0.076
C -3.839 1.731 0.879
H -10.312 -2.147 -1.240
H -10.085 -0.553 -0.402
H -9.555 -2.065 0.365
H -8.304 -2.941 -2.486
H -7.874 -3.233 -0.762
H -6.428 -1.514 -2.884
H -5.928 -3.140 -2.256
H -6.214 -0.728 -0.664
H -4.398 -0.476 -2.178
H -3.714 -1.971 -1.559
H -2.692 0.034 -0.603
H -3.601 -0.788 0.739
H -3.083 2.340 0.361
H -3.353 1.205 1.708
H -4.568 2.422 1.307
C 3.171 1.392 2.735
O 3.603 1.349 1.368
H 3.263 0.384 3.173
H 3.829 2.053 3.301
H 2.151 1.776 2.843
H 2.892 0.848 0.891
C 3.946 -5.438 4.741
O 2.531 -5.252 4.676
H 4.551 -4.546 4.866
H 4.170 -6.134 5.567
H 4.260 -5.945 3.830
H 2.237 -4.877 5.544
C 2.339 -8.090 2.532
O 1.487 -6.981 2.785
H 2.059 -8.530 1.569
H 3.388 -7.783 2.339
H 2.335 -8.817 3.349
H 1.899 -6.353 3.450

Atoms 1-2, force components in eV/Å:
-0.591 -0.167 0.548
0.406 0.068 -0.480

Atom charges from the Mulliken analysis, given in e for atoms 1 to 5:
1. C -1.786
2. C 1.314
3. O -0.618
4. C 1.000
5. O -0.759

***

Formula: C73H68I2N9O5Ru
Source: the Open Molecules 2025 dataset
Level of theory: ωB97M-V/def2-TZVPD

Calculated values
E_LUMO (spin up / spin down): -1.63 / -1.67 eV
Calculated total energy: -119240.967 eV
Spin multiplicity: 2
HOMO-LUMO gap (spin up / spin down): 0.2007 / 0.1993 Eh
HOMO energy (spin up / spin down): -0.261 / -0.261 hartree

Element x y z (Å)
Ru 1.925 -0.308 -0.098
C -2.219 0.287 2.076
C -2.624 0.139 3.553
C -3.727 -0.916 3.684
C -3.117 1.482 4.095
C -1.371 -0.399 4.244
O -0.982 -1.535 4.069
N -0.665 0.496 5.019
C 0.576 0.188 5.624
C 0.726 0.337 6.997
C 1.914 -0.009 7.620
C 2.952 -0.542 6.871
C 2.817 -0.671 5.499
C 1.650 -0.273 4.848
C 1.599 -0.300 3.363
C 1.444 0.930 2.693
C 1.272 2.194 3.332
C 1.150 3.130 2.349
C 1.274 2.439 1.108
N 1.472 1.100 1.335
C 1.227 3.067 -0.140
C 1.385 2.422 -1.362
C 1.462 3.097 -2.626
C 1.580 2.135 -3.572
C 1.524 0.865 -2.897
C 1.508 -0.372 -3.537
C 1.466 -1.599 -2.848
N 1.556 -1.773 -1.491
C 1.394 -3.113 -1.263
C 1.343 -3.736 -0.008
C 1.504 -3.083 1.201
C 1.462 -3.742 2.477
C 1.609 -2.788 3.419
C 1.707 -1.527 2.728
N 1.692 -1.739 1.373
C 1.011 -5.189 0.018
C 1.991 -6.124 -0.282
C 1.698 -7.478 -0.311
C 0.400 -7.885 -0.058
C -0.595 -6.965 0.237
C -0.309 -5.601 0.303
N -1.231 -4.573 0.566
C -2.454 -4.343 1.178
O -2.848 -3.191 1.179
C -3.273 -5.463 1.814
C -3.825 -6.377 0.697
C -2.440 -6.209 2.867
C -4.462 -4.828 2.542
C 1.199 -3.801 -2.497
C 1.235 -2.862 -3.479
C 1.519 -0.423 -5.020
C 2.548 -1.126 -5.655
C 2.601 -1.258 -7.029
C 1.612 -0.664 -7.803
C 0.589 0.041 -7.198
C 0.514 0.153 -5.809
N -0.566 0.823 -5.201
C -1.849 0.948 -5.683
O -2.271 0.331 -6.637
C -2.681 2.003 -4.939
C -2.056 3.370 -5.265
C -4.113 1.959 -5.471
C -2.696 1.779 -3.422
N 1.444 1.074 -1.552
C 0.889 4.521 -0.149
C 1.891 5.469 -0.022
C 1.596 6.823 0.020
C 0.276 7.222 -0.069
C -0.745 6.290 -0.198
C -0.469 4.925 -0.242
N -1.418 3.897 -0.377
C -2.780 3.676 -0.494
O -3.128 2.523 -0.674
C -3.798 4.809 -0.398
C -3.601 5.767 -1.588
C -3.687 5.493 0.974
C -5.200 4.199 -0.508
H -3.042 0.691 1.485
H -1.948 -0.685 1.663
H -1.363 0.962 1.978
H -4.584 -0.641 3.068
H -4.058 -1.003 4.722
H -3.358 -1.882 3.347
H -4.084 1.708 3.643
H -2.432 2.295 3.840
H -3.264 1.456 5.178
H -1.149 1.311 5.353
H -0.106 0.708 7.584
H 2.022 0.120 8.689
H 3.873 -0.841 7.355
H 3.633 -1.069 4.908
H 1.263 2.364 4.395
H 1.000 4.191 2.453
H 1.458 4.168 -2.752
H 1.735 2.264 -4.631
H 1.319 -4.802 2.612
H 1.584 -2.906 4.488
H 2.992 -5.773 -0.500
H 2.470 -8.199 -0.545
H 0.146 -8.937 -0.102
H -1.596 -7.331 0.387
H -0.855 -3.669 0.310
H -3.170 -6.419 -0.173
H -4.785 -5.993 0.352
H -3.981 -7.390 1.073
H -1.519 -6.630 2.476
H -3.038 -7.016 3.294
H -2.173 -5.522 3.672
H -5.046 -4.209 1.863
H -4.125 -4.196 3.364
H -5.101 -5.617 2.943
H 1.059 -4.863 -2.607
H 1.098 -3.026 -4.532
H 3.322 -1.566 -5.043
H 3.406 -1.815 -7.489
H 1.635 -0.746 -8.882
H -0.177 0.502 -7.801
H -0.396 1.182 -4.277
H -1.931 3.489 -6.343
H -1.081 3.485 -4.789
H -2.708 4.171 -4.910
H -4.129 2.099 -6.550
H -4.707 2.746 -5.004
H -4.575 0.996 -5.252
H -1.703 1.847 -2.969
H -3.121 0.806 -3.172
H -3.317 2.546 -2.957
H 2.917 5.130 0.057
H 2.386 7.553 0.132
H 0.025 8.274 -0.039
H -1.755 6.659 -0.258
H -0.971 2.991 -0.421
H -2.553 5.967 -1.804
H -4.109 6.714 -1.397
H -4.039 5.324 -2.483
H -2.668 5.760 1.241
H -4.059 4.818 1.747
H -4.302 6.394 0.987
H -5.302 3.632 -1.432
H -5.947 4.994 -0.491
H -5.391 3.516 0.320
I 5.552 0.038 -4.146
C 6.056 -0.158 -2.124
C 7.389 -0.254 -1.737
C 7.727 -0.286 -0.408
I 9.758 -0.505 0.097
C 6.736 -0.149 0.588
C 6.986 -0.024 1.968
C 5.944 0.210 2.820
C 4.639 0.272 2.309
N 4.355 0.088 1.040
C 5.376 -0.092 0.180
C 4.991 -0.151 -1.210
O 3.766 -0.147 -1.559
H 8.161 -0.300 -2.493
H 8.000 -0.081 2.342
H 6.115 0.348 3.879
H 3.826 0.491 2.976

Atoms 1-2, force components in eV/Å:
1.114 -0.200 -1.103
0.068 -0.041 -0.027

Atom charges from the Mulliken analysis, given in e for atoms 1 to 5:
1. Ru 0.095
2. C -1.040
3. C 3.268
4. C -1.795
5. C -2.488